Entry 1:
Molecular formula: C32H34F5GeLiN2SSe
Method: DFT, ωB97M-V/def2-TZVPD

Values from the calculation:
Energy relative to the best compared isomer or geometry (same formula, charge and spin) = 0.00 kcal per mole
HOMO energy (spin up / spin down) = -4.10 / -4.73 eV
Spin multiplicity = 2
<S²> = 0.754
Charge = -1

XYZ file:
```
77
Properties=species:S:1:pos:R:3:mulliken_spin:R:1
Li 1.522 0.616 -0.194 -0.250
F 4.322 1.028 -1.680 0.001
C 3.542 0.993 -0.513 0.014
F 3.979 -0.182 0.156 0.003
C 4.126 2.105 0.348 0.007
F 4.023 3.293 -0.281 0.000
F 3.428 2.201 1.503 0.000
F 5.420 1.964 0.695 0.000
C -2.044 4.827 4.369 -0.001
C -1.721 4.024 3.135 0.013
C -0.731 4.427 2.251 -0.008
C -0.426 3.703 1.100 -0.034
C 0.656 4.213 0.188 -0.001
C -1.139 2.527 0.813 0.068
Se -0.738 1.520 -0.778 0.146
C -2.157 2.114 1.692 0.025
C -2.972 0.874 1.440 0.007
C -2.423 2.865 2.834 -0.008
H -1.428 5.725 4.426 0.000
H -1.873 4.246 5.279 0.001
H -3.092 5.137 4.375 0.001
H -0.170 5.332 2.460 0.000
H 1.060 5.154 0.563 0.000
H 0.270 4.366 -0.822 -0.002
H 1.473 3.497 0.096 0.007
H -3.170 0.732 0.377 0.000
H -3.919 0.922 1.981 0.000
H -2.440 -0.020 1.773 -0.001
H -3.210 2.530 3.504 0.000
C 1.959 2.301 -3.936 0.001
N 1.785 0.986 -3.351 -0.006
C 1.161 -0.063 -3.906 0.024
S 1.576 -1.635 -3.460 0.015
N 0.172 0.201 -4.809 -0.001
C -0.742 1.335 -4.663 -0.009
H 2.980 2.622 -3.734 -0.001
H 1.273 3.036 -3.508 0.000
H 1.814 2.256 -5.015 0.000
H 2.467 0.731 -2.649 -0.007
H -0.246 -0.656 -5.132 0.002
H -0.388 2.227 -5.177 0.000
H -0.900 1.579 -3.611 0.005
H -1.697 1.053 -5.103 0.000
C -4.565 -2.440 -0.573 0.002
C -3.908 -2.613 0.636 -0.001
C -2.537 -2.388 0.726 -0.003
C -1.804 -1.979 -0.386 0.048
C -2.481 -1.807 -1.595 0.054
C -3.845 -2.040 -1.693 0.000
Ge 0.139 -1.694 -0.281 0.617
C 0.532 -1.621 1.668 0.130
C 0.298 -0.428 2.362 0.002
C 0.537 -0.328 3.727 -0.013
C 1.022 -1.424 4.425 0.013
C 1.263 -2.615 3.752 -0.005
C 1.026 -2.713 2.386 -0.007
C 0.890 -3.448 -0.791 0.149
C 0.097 -4.471 -1.309 -0.024
C 0.653 -5.698 -1.660 -0.011
C 2.014 -5.918 -1.504 0.015
C 2.820 -4.904 -0.998 0.001
C 2.262 -3.682 -0.652 0.061
H -5.633 -2.610 -0.642 0.000
H -4.463 -2.919 1.516 0.000
H -2.039 -2.533 1.678 -0.002
H -1.932 -1.476 -2.471 -0.014
H -4.351 -1.906 -2.642 0.000
H -0.095 0.438 1.834 -0.027
H 0.346 0.609 4.238 -0.001
H 1.220 -1.349 5.487 0.002
H 1.642 -3.474 4.293 0.000
H 1.220 -3.651 1.881 0.008
H -0.967 -4.315 -1.442 0.000
H 0.020 -6.481 -2.059 0.000
H 2.448 -6.870 -1.783 0.002
H 3.885 -5.063 -0.882 0.000
H 2.907 -2.891 -0.280 -0.008
```

=====

Entry 2:
Molecular formula: C41H28GaNO5P2S7
Method: DFT, ωB97M-V/def2-TZVPD

Values from the calculation:
Energy relative to the best compared isomer or geometry (same formula, charge and spin) = 16.50 kcal per mole
HOMO energy = -2.64 eV
Spin multiplicity = 1
Charge = -2

XYZ file:
```
85
Properties=species:S:1:pos:R:3:lowdin_charge:R:1
Ga 2.312 2.733 0.332 0.101
S 2.460 -3.953 -1.613 0.437
C 2.511 -2.371 -1.028 -1.478
S 1.896 -1.142 -2.082 0.879
C 2.406 0.176 -1.051 -1.109
C 3.034 -0.051 0.110 -1.171
S 3.578 1.053 1.272 0.674
S 3.166 -1.770 0.425 0.889
S 1.987 1.764 -1.697 0.655
O 0.769 5.046 0.717 0.050
C 0.938 4.007 1.257 -0.380
C 0.296 3.634 2.623 -0.205
C 0.168 4.598 3.626 -0.024
C -0.354 4.232 4.871 -0.079
C -0.950 2.976 4.956 -0.095
C -0.900 2.026 3.927 -0.071
C -0.290 2.374 2.733 -0.370
P -0.217 1.229 1.360 1.110
C -1.273 -0.174 1.893 -0.397
C -2.636 -0.102 2.166 -0.093
C -3.282 -1.269 2.665 -0.079
C -2.571 -2.447 2.815 -0.110
C -1.272 -2.563 2.339 -0.087
C -0.583 -1.397 1.929 -0.099
C -1.339 2.080 0.122 -0.352
C -2.192 3.076 0.410 -0.102
C -3.062 3.576 -0.599 -0.088
C -3.297 2.879 -1.763 -0.092
C -2.420 1.817 -2.060 -0.081
C -1.439 1.463 -1.156 -0.120
H 0.542 5.541 3.370 0.094
H -0.447 4.990 5.608 0.082
H -1.403 2.716 5.892 0.084
H -1.485 0.988 3.937 0.137
H -3.201 0.869 2.138 0.125
H -4.312 -1.351 2.939 0.091
H -3.159 -3.315 3.065 0.095
H -0.750 -3.565 2.276 0.117
H 0.486 -1.463 1.697 0.075
H -2.020 3.666 1.370 0.129
H -3.564 4.531 -0.493 0.090
H -3.958 3.215 -2.519 0.081
H -2.499 1.294 -3.012 0.105
H -0.824 0.595 -1.479 0.083
O 3.850 4.386 1.978 0.046
C 4.283 4.430 0.851 -0.564
O 3.571 4.111 -0.211 -0.118
C 5.715 4.991 0.467 -0.072
C 6.435 5.595 1.557 0.037
C 7.723 5.801 1.149 -0.113
C 8.148 5.770 -0.135 -0.045
C 7.336 5.217 -1.103 -0.110
C 6.108 4.724 -0.795 0.039
N 7.773 5.436 -2.572 -0.323
O 7.507 4.526 -3.360 0.070
O 8.410 6.456 -2.800 0.053
H 5.917 5.661 2.492 0.115
H 8.411 6.199 1.896 0.107
H 9.184 6.108 -0.418 0.138
H 5.460 4.257 -1.465 0.124
S -5.338 -3.937 -0.004 0.036
P -3.668 -3.891 -1.129 -0.008
S -2.654 -2.150 -1.233 0.146
C -2.571 -5.229 -0.662 -0.400
C -3.205 -6.500 -0.528 -0.104
C -2.437 -7.536 -0.077 -0.119
C -1.067 -7.400 0.201 -0.093
C -0.508 -6.105 0.089 -0.102
C -1.244 -5.046 -0.396 -0.141
C -4.038 -4.417 -2.893 -0.369
C -2.979 -4.311 -3.760 -0.129
C -3.129 -4.814 -4.990 -0.135
C -4.279 -5.384 -5.405 -0.140
C -5.384 -5.500 -4.578 -0.098
C -5.220 -4.937 -3.325 -0.130
H -4.199 -6.581 -0.887 0.072
H -2.869 -8.496 0.224 0.093
H -0.472 -8.236 0.540 0.083
H 0.553 -5.927 0.410 0.101
H -0.826 -4.003 -0.406 0.073
H -2.099 -3.785 -3.398 0.080
H -2.256 -4.909 -5.681 0.117
H -4.374 -5.889 -6.398 0.105
H -6.315 -5.937 -4.906 0.090
H -6.104 -4.960 -2.630 0.088
```

=====

Entry 3:
Molecular formula: C22H52F3Li2N3O4
Method: DFT, ωB97M-V/def2-TZVPD

Values from the calculation:
Energy relative to the best compared isomer or geometry (same formula, charge and spin) = 138.84 kcal per mole
HOMO energy = -7.50 eV
Spin multiplicity = 1
Charge = 0

XYZ file:
```
86
Properties=species:S:1:pos:R:3:lowdin_charge:R:1
Li -7.349 3.106 17.829 0.690
Li -4.941 4.061 20.103 0.679
O -7.222 2.678 20.495 -0.630
H -7.898 2.548 21.188 -0.154
O -4.802 4.061 17.427 -0.614
H -4.253 4.372 16.682 -0.181
C -3.131 6.104 13.765 -0.085
C -4.192 5.274 13.125 -0.300
N -4.166 5.130 11.659 -0.162
C -4.648 6.397 11.078 -0.286
C -4.413 6.495 9.602 -0.102
C -5.107 4.054 11.321 -0.252
C -4.408 2.644 11.355 -0.072
H -2.150 5.778 13.417 0.086
H -3.193 5.913 14.837 0.070
H -3.422 7.130 13.541 0.065
H -3.985 4.278 13.518 0.108
H -5.170 5.626 13.453 0.116
H -5.695 6.607 11.294 0.118
H -4.056 7.216 11.487 0.104
H -5.073 5.792 9.094 0.060
H -4.668 7.486 9.228 0.072
H -3.378 6.317 9.309 0.080
H -5.673 4.150 10.394 0.104
H -5.864 4.068 12.105 0.093
H -4.047 2.323 12.332 0.060
H -3.610 2.680 10.613 0.067
H -5.135 1.904 11.021 0.060
C -11.148 0.997 15.711 -0.069
C -10.090 1.645 16.607 -0.238
N -9.103 2.337 15.779 -0.223
C -9.696 3.325 14.895 -0.285
C -10.463 4.374 15.641 -0.092
C -8.221 1.421 15.051 -0.252
C -7.462 0.431 15.934 -0.073
H -11.783 1.782 15.299 0.064
H -11.831 0.375 16.290 0.076
H -10.674 0.362 14.963 0.074
H -10.477 2.406 17.285 0.108
H -9.610 0.872 17.207 0.109
H -8.925 3.749 14.251 0.117
H -10.431 2.967 14.174 0.110
H -10.509 5.288 15.049 0.079
H -11.484 4.043 15.830 0.072
H -10.068 4.652 16.618 0.076
H -7.510 2.125 14.618 0.111
H -8.768 0.911 14.258 0.110
H -8.023 -0.502 15.986 0.075
H -7.130 0.768 16.916 0.069
H -6.539 0.114 15.447 0.077
C -2.766 1.374 20.592 -0.072
C -2.522 2.060 21.946 -0.259
N -2.629 3.486 21.729 -0.206
C -2.864 4.180 23.026 -0.221
C -4.294 3.945 23.676 -0.060
C -1.356 4.029 21.209 -0.242
C -1.533 5.474 20.689 -0.083
H -3.699 1.768 20.191 0.059
H -3.017 0.316 20.675 0.072
H -1.989 1.478 19.835 0.068
H -3.354 1.697 22.550 0.106
H -1.584 1.792 22.432 0.120
H -2.839 5.257 22.858 0.092
H -2.060 3.940 23.723 0.112
H -4.447 4.321 24.688 0.067
H -4.548 2.890 23.780 0.055
H -5.086 4.407 23.086 0.061
H -0.572 4.106 21.962 0.113
H -1.033 3.442 20.349 0.111
H -2.364 5.484 19.983 0.067
H -1.622 6.240 21.460 0.063
H -0.718 5.803 20.044 0.071
C -5.960 9.022 17.444 -0.053
C -7.031 9.032 18.498 -0.197
O -6.458 9.487 19.736 0.012
C -5.998 8.644 20.673 -0.330
O -5.877 7.431 20.440 0.117
C -5.472 9.391 21.883 -0.621
F -4.166 9.411 21.813 0.204
F -5.883 10.653 21.952 0.183
F -5.858 8.728 22.943 0.201
H -5.638 10.027 17.171 0.080
H -6.356 8.614 16.514 0.081
H -5.095 8.436 17.755 0.088
H -7.538 8.073 18.604 0.124
H -7.853 9.735 18.357 0.126
```

=====

Entry 4:
Molecular formula: CH6O2
Method: DFT, ωB97M-V/def2-TZVPD

Values from the calculation:
Energy relative to the best compared isomer or geometry (same formula, charge and spin) = 39.15 kcal per mole
HOMO energy = -9.64 eV
SMILES = CO.O
Spin multiplicity = 1
Charge = 0

XYZ file:
```
9
Properties=species:S:1:pos:R:3:nbo_charge:R:1
C -1.010 -0.263 1.247 -0.283
O -0.569 1.022 0.914 -0.715
H -1.866 -0.245 2.101 0.182
H -1.108 -1.104 0.443 0.183
H -0.091 -0.638 1.872 0.155
H -0.167 0.768 0.011 0.476
O 1.513 -0.020 -1.789 -0.962
H 0.831 0.470 -2.518 0.477
H 2.467 0.011 -2.282 0.486
```